# C4H16N2O2

3 unconnected molecules or ions with the total composition C4H16N2O2 (ωB97M-V/def2-TZVPD, the Open Molecules 2025 dataset).

Each atom is followed by the atoms it is bonded to, with distances in Å.
Positions of all 24 atoms, in Å:
1 C -0.163 -1.560 -2.584  N2 1.500, H7 1.087, H8 1.085, H9 1.091
2 N -1.190 -0.818 -1.780  C1 1.500, C3 1.453, H10 1.007
3 C -0.942 -0.520 -0.380  N2 1.453, C4 1.537, H11 1.096, H12 1.106
4 C 0.362 0.280 -0.231  C3 1.537, N5 1.455, H13 1.094, H14 1.089
5 N 0.495 0.700 1.156  C4 1.455, C6 1.456, H15 1.010
6 C 1.682 1.527 1.319  N5 1.456, H16 1.102, H17 1.105, H18 1.089
7 H -0.300 -2.633 -2.474  C1 1.087
8 H 0.791 -1.174 -2.240  C1 1.085
9 H -0.296 -1.185 -3.600  C1 1.091
10 H -2.087 -1.184 -2.055  N2 1.007
11 H -1.829 0.059 -0.098  C3 1.096
12 H -1.005 -1.329 0.370  C3 1.106
13 H 1.069 -0.550 -0.314  C4 1.094
14 H 0.440 1.006 -1.039  C4 1.089
15 H -0.280 1.196 1.573  N5 1.010
16 H 2.589 0.919 1.167  C6 1.102
17 H 1.798 2.274 0.514  C6 1.105
18 H 1.925 1.976 2.281  C6 1.089
19 O 1.681 -2.066 1.647  H20 0.958, H21 0.963
20 H 1.756 -1.145 1.394  O19 0.958
21 H 1.175 -2.023 2.465  O19 0.963
22 O -2.285 1.886 0.821  H23 0.962, H24 0.958
23 H -2.251 2.831 0.997  O22 0.962
24 H -3.134 1.535 1.092  O22 0.958

Its multiplicity is 1. The charge is 0. The calculation puts the total energy at -11481.2790 eV. For the HOMO energy, the calculation gives -8.119 eV. The value obtained for the relative energy (zero: lowest compared OMol25 entry of this formula, charge and spin) is 39.0 kcal per mole. As for the structure (SMILES): CNCCNC.O.O.

Mulliken atomic charge list, values in e, 8 entries: -0.87 -0.34 -0.14 -0.71 -0.30 -0.90 0.27 0.34


# C4H16N2O2

3 unconnected molecules or ions with the total composition C4H16N2O2 (ωB97M-V/def2-TZVPD, the Open Molecules 2025 dataset).

Each atom is followed by the atoms it is bonded to, with distances in Å.
Positions of all 24 atoms, in Å:
1 C 0.046 -0.290 -2.473  C2 1.553, H7 1.087, H8 1.085, H9 1.091
2 C 0.303 0.381 -1.096  C1 1.553, N3 1.471, C4 1.527, H10 1.091
3 N -0.959 0.261 -0.350  C2 1.471, H11 1.018, H12 1.019
4 C 1.553 -0.235 -0.473  C2 1.527, C5 1.542, H13 1.071, H14 1.090
5 C 2.313 0.723 0.466  C4 1.542, N6 1.465, H15 1.087, H16 1.094
6 N 1.667 0.985 1.755  C5 1.465, H17 1.006, H18 1.004
7 H 0.989 -0.346 -3.010  C1 1.087
8 H -0.487 -1.235 -2.432  C1 1.085
9 H -0.457 0.471 -3.073  C1 1.091
10 H 0.439 1.421 -1.397  C2 1.091
11 H -0.768 0.362 0.645  N3 1.018
12 H -1.274 -0.705 -0.425  N3 1.019
13 H 2.246 -0.567 -1.219  C4 1.071
14 H 1.245 -1.102 0.111  C4 1.090
15 H 3.315 0.357 0.676  C5 1.087
16 H 2.305 1.655 -0.107  C5 1.094
17 H 1.784 0.250 2.431  N6 1.006
18 H 0.711 1.250 1.606  N6 1.004
19 O -3.331 1.095 2.093  H20 0.971, H21 0.968
20 H -3.150 1.128 1.139  O19 0.971
21 H -2.728 1.764 2.447  O19 0.968
22 O -1.829 -2.173 0.746  H23 0.967, H24 0.965
23 H -1.589 -2.568 1.596  O22 0.967
24 H -2.345 -2.882 0.344  O22 0.965

Its multiplicity is 1. The charge is 0. The calculation puts the total energy at -11482.2153 eV. For the HOMO energy, the calculation gives -8.927 eV. The value obtained for the relative energy (zero: lowest compared OMol25 entry of this formula, charge and spin) is 17.4 kcal per mole. As for the structure (SMILES): C[C@@H](N)CCN.O.O.

Mulliken atomic charge list, values in e, 8 entries: -1.47 0.34 -0.53 -0.54 -0.71 -0.53 0.41 0.36


# C4H16N2O4

4 unconnected molecules or ions with the total composition C4H16N2O4 (ωB97M-V/def2-TZVPD, the Open Molecules 2025 dataset).

Each atom is followed by the atoms it is bonded to, with distances in Å.
Positions of all 26 atoms, in Å:
1 C -1.847 -1.422 -0.225  N2 1.354, O7 1.239, H8 1.111
2 N -1.071 -0.636 0.558  C1 1.354, C3 1.504, C4 1.467
3 C -0.870 -0.819 2.037  N2 1.504, H9 1.035, H10 1.118, H11 1.086
4 C -0.313 0.288 -0.292  N2 1.467, C5 1.517, H12 1.136, H13 1.094
5 C 1.011 0.741 0.294  C4 1.517, N6 1.449, H14 1.116, H15 1.145
6 N 2.268 0.383 -0.333  C5 1.449, H16 0.989, H17 0.979
7 O -2.677 -2.154 0.331  C1 1.239
8 H -1.925 -1.337 -1.330  C1 1.111
9 H -0.985 -1.792 2.371  C3 1.035
10 H -1.606 -0.211 2.620  C3 1.118
11 H -0.005 -0.290 2.426  C3 1.086
12 H -0.025 -0.058 -1.335  C4 1.136
13 H -1.055 0.993 -0.675  C4 1.094
14 H 1.057 1.851 0.399  C5 1.116
15 H 1.210 0.285 1.325  C5 1.145
16 H 2.189 0.140 -1.289  N6 0.989
17 H 2.652 -0.489 -0.113  N6 0.979
18 H 3.005 -1.909 -0.016  O20 0.957
19 H 2.672 -3.283 -0.478  O20 0.904
20 O 3.354 -2.689 -0.447  H18 0.957, H19 0.904
21 H -3.083 2.073 1.487  O23 1.003
22 H -3.169 3.443 1.179  O23 0.868
23 O -2.718 2.970 1.750  H21 1.003, H22 0.868
24 H 1.353 1.155 -3.841  O26 1.009
25 H -0.029 1.735 -3.230  O26 0.950
26 O 0.608 1.031 -3.173  H24 1.009, H25 0.950

Its multiplicity is 2. The charge is -1. The calculation puts the total energy at -15574.3492 eV. For the HOMO energy (alpha / beta), the calculation gives 0.565 / -6.147 eV. The value obtained for the relative energy (zero: lowest compared OMol25 entry of this formula, charge and spin) is 69.8 kcal per mole. Its expectation value of S² is 0.75.

Mulliken atomic charge list, values in e, 8 entries: -0.54 0.88 -1.12 -1.90 -0.22 -0.88 -0.47 0.36


# C4H16N2O5

4 unconnected molecules or ions with the total composition C4H16N2O5 (ωB97M-V/def2-TZVPD, the Open Molecules 2025 dataset).

Each atom is followed by the atoms it is bonded to, with distances in Å.
Positions of all 27 atoms, in Å:
1 C 2.428 0.367 -1.305  N2 1.505, H9 1.121, H10 1.082, H11 1.095
2 N 1.400 -0.703 -1.049  C1 1.505, C3 1.489, H12 1.011
3 C 0.309 -0.253 -0.141  N2 1.489, C4 1.531, H13 1.082, H14 1.086
4 C 0.630 -0.157 1.353  C3 1.531, O5 1.233, N6 1.369
5 O 1.627 -0.610 1.920  C4 1.233
6 N -0.293 0.402 2.196  C4 1.369, C7 1.529, H15 1.008
7 C -1.673 0.924 1.793  N6 1.529, O8 1.396, H16 1.082, H17 1.108
8 O -2.348 -0.056 1.064  C7 1.396, H18 0.963
9 H 2.574 0.954 -0.362  C1 1.121
10 H 3.289 -0.237 -1.561  C1 1.082
11 H 2.073 1.018 -2.111  C1 1.095
12 H 1.829 -1.346 -0.398  N2 1.011
13 H -0.255 0.586 -0.526  C3 1.082
14 H -0.399 -1.075 -0.172  C3 1.086
15 H -0.183 0.195 3.176  N6 1.008
16 H -1.544 1.726 1.078  C7 1.082
17 H -2.220 1.051 2.749  C7 1.108
18 H -2.417 -0.903 1.515  O8 0.963
19 O -2.470 1.792 -2.662  H20 0.969, H21 0.958
20 H -1.845 1.552 -3.363  O19 0.969
21 H -2.468 1.173 -1.931  O19 0.958
22 O -2.866 -0.896 -1.394  H23 0.982, H24 0.970
23 H -2.994 -0.352 -0.585  O22 0.982
24 H -3.585 -0.519 -1.924  O22 0.970
25 O 4.030 -1.199 0.828  H26 0.970, H27 0.980
26 H 4.103 -2.064 0.393  O25 0.970
27 H 3.267 -1.369 1.418  O25 0.980

Its multiplicity is 1. The charge is 0. The calculation puts the total energy at -17624.4881 eV. For the HOMO energy, the calculation gives -9.244 eV. The value obtained for the relative energy (zero: lowest compared OMol25 entry of this formula, charge and spin) is 51.5 kcal per mole. As for the structure (SMILES): CNCC(=O)NCO.O.O.O.

Mulliken atomic charge list, values in e, 8 entries: -0.68 -0.47 -0.51 0.62 -0.70 -0.25 -0.44 -0.51


# C4H16N3O

2 unconnected molecules or ions with the total composition C4H16N3O (ωB97M-V/def2-TZVPD, the Open Molecules 2025 dataset).

Each atom is followed by the atoms it is bonded to, with distances in Å.
Positions of all 24 atoms, in Å:
1 N -0.424 -1.097 1.068  C2 1.510, H8 1.026, H9 1.025, H10 1.017
2 C -0.159 -0.486 -0.287  N1 1.510, C3 1.553, C6 1.534, H11 1.079
3 C -1.088 0.756 -0.378  C2 1.553, C4 1.594, H12 1.104, H13 1.109
4 C -0.425 2.031 0.311  C3 1.594, N5 1.457, H14 1.098, H15 1.107
5 N 0.251 1.843 1.588  C4 1.457, H16 0.996, H17 1.001
6 C -0.095 -1.398 -1.520  C2 1.534, N7 1.493, H18 1.100, H19 1.096
7 N -1.063 -2.510 -1.287  C6 1.493, H20 1.014, H21 1.016
8 H -0.212 -2.097 0.989  N1 1.026
9 H 0.263 -0.779 1.759  N1 1.025
10 H -1.326 -0.766 1.400  N1 1.017
11 H 0.771 0.055 -0.215  C2 1.079
12 H -2.087 0.577 0.054  C3 1.104
13 H -1.179 1.072 -1.437  C3 1.109
14 H -1.256 2.710 0.543  C4 1.098
15 H 0.128 2.351 -0.593  C4 1.107
16 H 0.600 0.981 1.944  N5 0.996
17 H 0.360 2.634 2.193  N5 1.001
18 H -0.301 -0.627 -2.277  C6 1.100
19 H 0.883 -1.859 -1.699  C6 1.096
20 H -0.832 -3.195 -1.997  N7 1.014
21 H -1.973 -2.099 -1.479  N7 1.016
22 H 2.657 1.232 0.812  O24 0.954
23 H 3.664 0.107 0.349  O24 0.955
24 O 2.845 0.561 0.161  H22 0.954, H23 0.955

Its multiplicity is 1. The charge is +1. The calculation puts the total energy at -10917.9056 eV. For the HOMO energy, the calculation gives -12.904 eV. The value obtained for the relative energy (zero: lowest compared OMol25 entry of this formula, charge and spin) is 45.0 kcal per mole.

Mulliken atomic charge list, values in e, 8 entries: -0.12 0.36 -0.79 -0.50 -0.29 -0.73 -0.59 0.37


# C4H16N7O3

2 unconnected molecules or ions with the total composition C4H16N7O3 (ωB97M-V/def2-TZVPD, the Open Molecules 2025 dataset).

Each atom is followed by the atoms it is bonded to, with distances in Å.
Positions of all 30 atoms, in Å:
1 C 0.590 -0.342 0.545  C2 1.483, C3 1.610, N6 1.402, N7 1.490
2 C -0.175 -1.433 -0.106  C1 1.483, N8 1.330, N9 1.337
3 C 1.121 0.895 -0.337  C1 1.610, N10 1.373, N11 1.477, O12 1.476
4 C -2.921 0.474 -0.097  N5 1.269, O13 1.316, O14 1.312
5 N -2.203 -0.415 -0.649  C4 1.269, H15 0.983
6 N -0.080 -0.138 1.758  C1 1.402, H16 1.030, H17 1.009
7 N 1.830 -1.118 0.835  C1 1.490, H18 1.002, H19 1.005
8 N -0.746 -2.417 0.583  C2 1.330, H20 1.022, H21 1.007
9 N 0.049 -1.676 -1.401  C2 1.337, H22 1.012, H23 0.990
10 N 1.814 1.692 0.540  C3 1.373, H24 0.966, H25 0.967
11 N -0.032 1.599 -0.933  C3 1.477, H26 1.008, H27 1.063
12 O 1.832 0.334 -1.503  C3 1.476, H28 0.958
13 O -2.518 1.621 0.405  C4 1.316, H29 0.932
14 O -4.196 0.272 0.139  C4 1.312, H30 0.942
15 H -2.525 -1.268 -1.014  N5 0.983
16 H 0.398 0.189 2.610  N6 1.030
17 H -0.983 0.289 1.609  N6 1.009
18 H 1.667 -1.611 1.693  N7 1.002
19 H 2.651 -0.543 0.770  N7 1.005
20 H -1.115 -2.161 1.502  N8 1.022
21 H -0.863 -3.352 0.228  N8 1.007
22 H 0.913 -1.412 -1.859  N9 1.012
23 H -0.413 -2.321 -1.992  N9 0.990
24 H 2.108 1.257 1.351  N10 0.966
25 H 2.222 2.483 0.161  N10 0.967
26 H 0.202 2.221 -1.691  N11 1.008
27 H -0.666 0.830 -1.304  N11 1.063
28 H 2.434 1.076 -1.571  O12 0.958
29 H -1.672 1.879 0.109  O13 0.932
30 H -4.532 0.682 0.918  O14 0.942

Its multiplicity is 1. The charge is +1. The calculation puts the total energy at -20974.2863 eV. For the HOMO energy, the calculation gives -13.033 eV. The value obtained for the relative energy (zero: lowest compared OMol25 entry of this formula, charge and spin) is 19.1 kcal per mole.

Mulliken atomic charge list, values in e, 8 entries: 0.80 -0.52 0.66 0.52 -0.47 -0.52 -0.57 -0.23


Calculated values (Eh/bohr) of max |F| for the records, taken in order: 0.0528; 0.0378; 0.1376; 0.0619; 0.0499; 0.0791.